The following is a quantum chemistry calculation of a molecular structure, C44H38IN5O3PRb at a distorted geometry, from OMol25.

## Properties
lowest unoccupied orbital energy (alpha / beta) = 3.23 / 3.52 eV
frontier orbital gap (alpha / beta) = 4.1402 / 4.4258 eV
HOMO energy (alpha / beta) = -0.034 / -0.033 Eh
charge = -2

XYZ file:
```
93
Properties=species:S:1:pos:R:3:forces:R:3
Rb -0.46617 -0.00690 -0.82128 -0.763 0.114 1.196
O -4.82716 2.47367 -1.54530 -0.032 0.136 0.122
C -3.77521 1.98678 -1.07321 0.239 -0.165 -0.541
N -2.62316 1.70174 -1.65484 0.110 0.074 0.671
C -2.35698 2.11713 -2.95742 -0.162 0.406 -0.532
C -2.79996 3.34043 -3.47108 0.123 -0.234 0.132
C -2.47587 3.77410 -4.75135 0.081 0.115 -0.202
C -1.69806 2.96474 -5.57043 -0.085 0.178 0.004
C -1.24504 1.74488 -5.10143 0.113 -0.074 0.264
C -1.53543 1.28685 -3.79172 -0.106 0.180 -0.247
N -1.18933 0.06280 -3.37254 -0.622 -0.449 -0.346
C -0.23636 -0.82624 -3.54860 -0.059 0.278 -0.563
O -0.41527 -2.02343 -3.81147 0.230 -0.029 0.086
C 1.20508 -0.41206 -3.19369 -0.295 0.014 -0.853
C 1.67536 0.80155 -3.57004 0.204 -0.155 -0.012
C 3.10672 1.24227 -3.49335 0.163 -0.312 -0.205
C 4.16906 -0.99415 -2.90105 0.196 0.128 -0.176
C 3.09955 -1.58911 -2.27438 -0.221 -0.039 0.189
N 1.79952 -1.35540 -2.40855 0.471 -0.427 0.011
C -3.80785 1.69124 0.41841 -0.198 0.002 0.144
C -4.61559 2.52536 1.20048 -0.011 0.047 0.047
C -4.66848 2.34044 2.56642 0.086 -0.049 -0.006
C -3.93768 1.29807 3.12486 -0.029 0.057 0.035
C -3.17937 0.51333 2.27522 -0.040 -0.199 0.061
N -3.10551 0.69289 0.95850 0.125 0.066 -0.186
H -3.42395 3.95751 -2.83894 -0.040 -0.040 0.014
H -2.83507 4.73442 -5.10794 -0.006 -0.024 0.009
H -1.45704 3.28217 -6.58093 0.017 -0.024 0.008
H -0.65897 1.08652 -5.73557 -0.034 0.019 -0.038
H 0.99578 1.48952 -4.05669 -0.130 -0.036 0.127
H 3.23347 1.98520 -4.28877 -0.015 0.051 0.049
H 5.17147 -1.25461 -2.58044 -0.043 -0.122 0.036
H 3.32383 -2.35076 -1.53207 0.043 0.088 0.057
H -5.17501 3.30362 0.70045 0.012 -0.026 -0.042
H -5.26123 2.99622 3.19473 -0.025 -0.003 -0.019
H -3.94962 1.10693 4.19068 0.042 -0.022 -0.008
H -2.59358 -0.31118 2.67418 0.010 0.033 0.008
C 4.94002 3.78272 -1.18401 -0.060 0.055 -0.061
C 4.63729 2.76664 -2.26941 -0.273 0.027 0.123
C 5.56001 2.76457 -3.32290 -0.039 0.012 -0.008
C 5.85382 1.77200 -4.30367 0.097 -0.141 -0.182
C 5.28561 0.56646 -4.54092 0.054 -0.010 -0.043
C 4.02013 0.05652 -3.94356 -0.218 0.306 0.034
C 3.53556 1.90417 -2.20555 0.296 0.021 -0.186
P 2.61709 1.31612 -0.73537 0.673 0.228 0.801
C 2.36745 2.89266 0.20930 -0.192 0.166 -0.158
C 1.69603 3.85367 -0.55906 0.137 -0.129 0.010
C 1.35346 5.09390 -0.05538 0.074 0.095 -0.057
C 1.65326 5.39124 1.26571 0.046 0.020 0.013
C 2.29159 4.44168 2.04688 -0.057 0.047 -0.011
C 2.65808 3.19168 1.54833 0.119 -0.084 -0.097
C 3.38649 2.23852 2.45594 -0.016 0.030 -0.029
C 3.90645 0.32051 0.11409 0.069 -0.019 -0.260
C 5.26655 0.61008 0.00018 -0.024 -0.112 0.132
C 6.25170 -0.16292 0.58821 0.241 0.186 -0.089
C 5.86776 -1.30999 1.30154 -0.218 -0.033 0.033
C 4.54914 -1.65349 1.40800 0.231 -0.086 -0.055
C 3.49279 -0.87394 0.82121 -0.360 0.193 0.052
C 2.17401 -1.27288 0.98390 0.093 -0.008 0.037
H 5.99048 4.07596 -1.21316 0.001 -0.044 0.006
H 4.71933 3.39769 -0.19410 0.004 0.030 0.048
H 4.33538 4.68176 -1.32690 -0.058 -0.011 0.074
H 6.28109 3.57646 -3.30447 0.008 -0.010 0.032
H 6.73503 1.99630 -4.90016 -0.017 0.015 0.000
H 5.75079 -0.06505 -5.29231 0.046 -0.018 0.050
H 3.45021 -0.40652 -4.76556 0.007 0.007 -0.007
H 1.45018 3.60503 -1.58827 -0.067 0.069 -0.008
H 0.83798 5.81367 -0.67948 0.006 -0.027 -0.006
H 1.37870 6.35093 1.68861 -0.011 -0.008 0.004
H 2.51512 4.67011 3.08407 0.003 -0.022 0.008
H 3.34007 2.58814 3.48855 -0.013 0.015 0.003
H 4.43582 2.14177 2.16672 -0.014 -0.022 0.020
H 2.95470 1.24248 2.41254 -0.008 -0.100 0.066
H 5.57724 1.46604 -0.58100 0.034 -0.025 0.025
H 7.29750 0.10127 0.48051 -0.025 0.004 -0.012
H 6.62711 -1.93207 1.76571 -0.022 -0.038 0.001
H 4.26420 -2.55735 1.93731 0.005 0.016 0.026
H 1.95688 -2.25462 1.39138 0.007 -0.003 -0.032
H 1.37160 -0.76654 0.47158 0.385 -0.165 0.240
I -2.36455 5.86500 -0.11099 0.047 -0.195 0.102
C -1.61664 4.57699 1.36146 -0.250 0.384 -0.084
C -1.67180 4.94526 2.69173 0.041 -0.178 -0.008
C -1.20507 4.03487 3.62825 -0.034 0.090 0.008
C -0.70452 2.82426 3.18292 0.192 -0.011 0.000
N -0.62731 2.48476 1.89662 -0.022 0.020 0.140
C -1.08684 3.35000 0.99572 0.026 -0.263 -0.003
H -2.06984 5.90538 2.99124 -0.025 0.004 -0.022
H -1.23514 4.26353 4.68591 0.016 -0.033 0.001
H -0.32929 2.09398 3.89384 -0.028 0.030 0.022
H -1.06044 3.03726 -0.04347 -0.075 0.051 -0.014
O 0.99933 -0.24672 3.47931 -0.045 0.010 0.261
H 1.56990 -0.67069 2.79559 -0.116 0.108 -0.073
H 0.56230 0.45004 2.97784 -0.019 0.000 -0.166
```
Forces are in eV/Å.